{
  "formula": "C5H7IN",
  "method": "ωB97M-V with the def2-TZVPD basis set",
  "total_charge": 1,
  "max_force_ev_per_a": 7.2,
  "e_tot_ha": -546.6940,
  "e_homo_ev": -12.507,
  "e_above_lowest_kcal_mol": 106.2,
  "elements": ["C", "C", "C", "C", "C", "N", "I", "H", "H", "H", "H", "H", "H", "H"],
  "coordinates": [[-0.1429, 1.9114, -0.4307], [-2.4441, 0.0056, -0.5618], [0.0406, -0.7017, -0.2814], [-1.3853, -0.6600, 0.1187], [0.5615, 0.5688, -0.5559], [0.8084, 1.7705, 0.3904], [-4.4199, -0.0257, 0.2373], [0.7026, -1.1758, 0.3294], [0.2444, -1.3175, -1.3359], [-1.2550, 2.6446, -0.5042], [-1.7378, -1.2591, 0.9634], [1.5116, 0.5597, -1.2689], [-2.3121, 0.8555, -1.0555], [0.8227, 1.9956, 1.3515]],
  "lowdin_charge": [0.090, -0.561, -0.193, -0.175, -0.178, 0.210, 0.835, 0.103, 0.222, 0.271, 0.091, 0.197, -0.072, 0.161]
}

{
  "formula": "C35H50N4P",
  "method": "ωB97M-V with the def2-TZVPD basis set",
  "total_charge": 1,
  "max_force_ev_per_a": 2.7,
  "e_tot_ha": -1923.7933,
  "e_homo_ev": -8.897,
  "e_above_lowest_kcal_mol": 2.6,
  "elements": ["C", "N", "C", "C", "C", "C", "C", "C", "C", "C", "C", "C", "C", "C", "C", "C", "C", "C", "C", "C", "N", "C", "C", "C", "C", "C", "C", "H", "H", "H", "H", "H", "H", "H", "H", "H", "H", "H", "H", "H", "H", "H", "H", "H", "H", "H", "H", "H", "H", "H", "H", "H", "H", "H", "C", "C", "C", "C", "N", "C", "C", "N", "C", "C", "C", "C", "P", "H", "H", "H", "H", "H", "H", "H", "H", "H", "H", "H", "H", "H", "H", "H", "H", "H", "H", "H", "H", "H", "H", "H"],
  "coordinates": [[0.2368, -5.7475, -5.7891], [1.3632, -5.1037, -5.1345], [2.6695, -5.5354, -5.6012], [1.2183, -4.0547, -4.2873], [2.3495, -3.4852, -3.6541], [2.1894, -2.4415, -2.7703], [0.9313, -1.8609, -2.5391], [0.7605, -0.7601, -1.5853], [1.6985, -0.5416, -0.5910], [1.7780, 0.7155, 0.2584], [3.2679, 1.0887, 0.4023], [3.4677, 2.3908, 0.8913], [4.7816, 2.8618, 1.1214], [5.8629, 2.0291, 0.7911], [5.6596, 0.7382, 0.3061], [4.3664, 0.2617, 0.1118], [-0.3973, 0.1269, -1.6622], [-1.0019, 0.6309, -0.5003], [-1.9723, 1.6056, -0.5089], [-2.4944, 2.0345, -1.7501], [-3.5935, 2.8340, -1.7922], [-4.2174, 3.2389, -3.0358], [-4.2119, 3.3696, -0.6060], [-1.9222, 1.5155, -2.9496], [-0.9056, 0.5795, -2.8935], [-0.1870, -2.4295, -3.1869], [-0.0690, -3.5180, -4.0180], [-0.2367, -5.0830, -6.5132], [0.6384, -6.6107, -6.3161], [-0.4921, -6.0787, -5.0618], [3.3339, -5.7766, -4.7696], [2.5106, -6.4549, -6.1698], [3.1574, -4.8040, -6.2597], [3.3228, -3.9192, -3.8444], [3.0611, -2.1050, -2.2250], [2.4295, -1.3382, -0.4514], [1.2546, 1.5259, -0.2229], [2.6141, 3.0449, 1.0443], [4.9089, 3.8844, 1.5105], [6.8660, 2.4151, 0.9381], [6.4958, 0.1042, 0.0453], [4.2120, -0.7184, -0.2990], [-0.6578, 0.2455, 0.4655], [-2.3332, 2.0405, 0.4112], [-3.5156, 3.7631, -3.7016], [-4.6334, 2.3726, -3.5802], [-5.0365, 3.9220, -2.8010], [-4.4110, 2.5700, 0.1216], [-3.5965, 4.1481, -0.1149], [-5.1742, 3.8239, -0.8717], [-2.3484, 1.8045, -3.9025], [-0.5148, 0.1550, -3.8267], [-1.1820, -1.9873, -3.0293], [-0.9414, -3.9053, -4.5377], [-1.5887, 4.1173, 3.8578], [-0.4140, 3.1347, 3.8655], [0.6999, 3.8433, 3.1205], [0.0325, 2.8307, 5.2776], [-0.8219, 1.9167, 3.1291], [-2.2277, 1.5408, 3.1655], [-2.3646, 0.1610, 2.5557], [-1.0661, -0.4774, 2.6407], [-0.9593, -1.9312, 2.6425], [-2.3126, -2.5567, 2.4369], [-0.2899, -2.4037, 3.9521], [-0.1138, -2.4394, 1.4758], [0.1177, 0.5784, 3.1122], [1.3617, 0.5249, 1.3466], [-2.4701, 3.7592, 4.4394], [-1.2855, 5.0763, 4.3229], [-1.8818, 4.3573, 2.8086], [1.5904, 3.2197, 3.0027], [0.3400, 4.1781, 2.1481], [1.0059, 4.7242, 3.6785], [0.9637, 2.2581, 5.2951], [0.2210, 3.7621, 5.8061], [-0.7167, 2.2826, 5.8507], [-2.5316, 1.5043, 4.2133], [-2.8475, 2.2744, 2.6303], [-3.0640, -0.4100, 3.1601], [-2.7176, 0.2066, 1.5242], [-2.7255, -2.2294, 1.4784], [-2.1952, -3.6372, 2.3809], [-3.0076, -2.3546, 3.2514], [0.7832, -2.1235, 4.0247], [-0.8058, -2.0245, 4.8329], [-0.3377, -3.4906, 3.9915], [0.8845, -1.9814, 1.4032], [0.0293, -3.5206, 1.5762], [-0.6443, -2.2519, 0.5373]],
  "lowdin_charge": [-0.056, -0.191, -0.059, -0.230, -0.010, -0.023, -0.188, -0.153, -0.067, -0.154, -0.200, -0.057, -0.067, -0.088, -0.073, -0.034, -0.198, -0.060, -0.024, -0.217, -0.195, -0.060, -0.069, 0.001, -0.017, -0.040, -0.015, 0.094, 0.079, 0.086, 0.084, 0.080, 0.101, 0.095, 0.103, 0.086, 0.113, 0.087, 0.108, 0.102, 0.105, 0.086, 0.070, 0.066, 0.095, 0.100, 0.081, 0.082, 0.096, 0.087, 0.097, 0.129, 0.119, 0.099, -0.049, -0.650, -0.049, -0.053, -0.232, -0.181, -0.175, -0.241, -0.630, -0.045, -0.048, -0.032, 1.244, 0.024, 0.097, 0.106, 0.099, 0.067, 0.095, 0.098, 0.077, 0.097, 0.090, 0.129, 0.119, 0.119, 0.110, 0.103, 0.104, 0.090, 0.085, 0.084, 0.091, 0.080, 0.103, 0.090]
}

{
  "formula": "C19H31F7NO6S",
  "method": "ωB97M-V with the def2-TZVPD basis set",
  "total_charge": 0,
  "max_force_ev_per_a": 9.2,
  "s2": 0.754,
  "e_tot_ha": -2345.7373,
  "e_homo_ev": [-8.723, -9.342],
  "multiplicity": 2,
  "elements": ["C", "C", "C", "C", "C", "C", "O", "C", "O", "O", "S", "O", "O", "C", "F", "F", "C", "F", "F", "C", "F", "F", "F", "H", "H", "H", "H", "H", "H", "H", "H", "H", "H", "H", "H", "H", "C", "C", "C", "C", "C", "C", "N", "O", "C", "C", "C", "H", "H", "H", "H", "H", "H", "H", "H", "H", "H", "H", "H", "H", "H", "H", "H", "H", "H"],
  "coordinates": [[-3.2537, -4.6434, -0.7696], [-2.3484, -5.9877, -0.9882], [-1.7442, -6.0967, -2.4847], [-0.1827, -6.5728, -2.5096], [0.6940, -5.7224, -3.5575], [1.9586, -4.9561, -2.9109], [1.6267, -4.4797, -1.5791], [2.4537, -3.4159, -1.1698], [3.5704, -3.1970, -1.7149], [1.9642, -2.6347, -0.0507], [1.3319, -1.1603, -0.5481], [2.2746, -0.5261, -1.5244], [1.3072, -0.2736, 0.6866], [-0.4373, -1.2673, -1.1310], [-0.9836, -2.4587, -0.5250], [-1.2021, -0.1853, -0.5926], [-0.6284, -1.4473, -2.7150], [-1.9104, -2.0854, -2.8910], [0.3164, -2.3189, -3.3225], [-0.7045, -0.0812, -3.5556], [-0.5947, -0.4498, -4.9396], [0.3329, 0.8353, -3.2926], [-1.9425, 0.5808, -3.4118], [-3.0252, -4.1103, 0.2177], [-4.3760, -4.8835, -0.7959], [-3.0219, -3.9034, -1.6157], [-1.5447, -6.0217, -0.1645], [-3.0768, -6.8760, -0.8485], [-2.3746, -6.9047, -3.0251], [-1.9159, -5.1199, -3.0703], [-0.2005, -7.6660, -2.8839], [0.2279, -6.6054, -1.4451], [0.0283, -4.9236, -4.0696], [1.0128, -6.4324, -4.4101], [2.2119, -4.0949, -3.6441], [2.8557, -5.6672, -2.9554], [-0.9846, 5.9537, 1.6725], [-0.4517, 5.4379, 3.0307], [0.9210, 6.0785, 3.3347], [2.0626, 5.4823, 2.5197], [2.0961, 3.9655, 2.6615], [0.7466, 3.2956, 2.3262], [-0.4098, 3.9435, 3.0225], [-0.3902, 3.5283, 4.3222], [0.5288, 3.3193, 0.7927], [0.8572, 1.7811, 2.6480], [-1.4775, 6.0056, 4.0507], [-0.2869, 5.8305, 0.8478], [-1.9229, 5.4580, 1.4068], [-1.1883, 7.0282, 1.7180], [1.1590, 5.9541, 4.3990], [0.8802, 7.1579, 3.1581], [1.9713, 5.7720, 1.4685], [3.0136, 5.9017, 2.8674], [2.8862, 3.5631, 2.0187], [2.3891, 3.7194, 3.6904], [-0.5043, 3.0673, 0.5342], [1.1709, 2.5870, 0.2925], [0.7801, 4.2731, 0.3292], [1.1309, 1.5894, 3.6897], [1.6331, 1.3092, 2.0420], [-0.0840, 1.2637, 2.4388], [-2.4691, 5.5678, 3.8981], [-1.5759, 7.0896, 3.9397], [-1.1805, 5.8300, 5.0879]],
  "lowdin_charge": [-0.128, -0.235, -0.199, -0.187, -0.157, -0.171, -0.016, -0.420, 0.121, -0.087, 0.873, -0.244, -0.282, -0.282, 0.046, 0.091, -0.194, 0.072, 0.096, -0.309, 0.088, 0.117, 0.115, 0.066, 0.073, 0.043, 0.102, 0.102, 0.110, 0.093, 0.109, 0.102, 0.103, 0.121, 0.139, 0.143, -0.043, -0.485, -0.139, -0.186, -0.135, -0.471, -0.041, -0.024, -0.036, -0.053, -0.049, 0.055, 0.092, 0.085, 0.124, 0.122, 0.103, 0.114, 0.126, 0.125, 0.093, 0.080, 0.058, 0.081, 0.055, 0.088, 0.088, 0.083, 0.076]
}

{
  "formula": "C34H45N3OPdS3Te",
  "method": "ωB97M-V with the def2-TZVPD basis set",
  "total_charge": -1,
  "max_force_ev_per_a": 0.5,
  "s2": 0.764,
  "e_tot_ha": -3152.5752,
  "e_homo_ev": [-3.215, -3.138],
  "e_above_lowest_kcal_mol": 36.8,
  "multiplicity": 2,
  "elements": ["Pd", "C", "C", "S", "C", "C", "S", "H", "H", "H", "H", "H", "H", "C", "N", "C", "C", "S", "N", "C", "C", "H", "H", "H", "H", "H", "H", "H", "H", "H", "H", "H", "H", "C", "C", "C", "C", "C", "C", "Te", "N", "C", "O", "C", "C", "C", "C", "C", "C", "C", "C", "C", "C", "C", "C", "C", "C", "C", "C", "C", "C", "H", "H", "H", "H", "H", "H", "H", "H", "H", "H", "H", "H", "H", "H", "H", "H", "H", "H", "H", "H", "H", "H", "H", "H", "H", "H", "H"],
  "coordinates": [[-1.1901, -0.2971, 0.5963], [2.9380, -1.0543, 2.5421], [1.5019, -0.7108, 2.2361], [0.9607, -1.0432, 0.6594], [0.6980, -0.1531, 3.2227], [1.2849, 0.0768, 4.5955], [-0.9172, 0.2773, 2.9763], [3.3912, -1.5735, 1.6998], [3.0178, -1.6926, 3.4257], [3.5252, -0.1527, 2.7411], [2.2114, 0.6545, 4.5438], [1.5235, -0.8724, 5.0854], [0.5763, 0.6138, 5.2217], [-1.9425, 3.1723, -4.2439], [-1.5135, 3.6313, -2.9300], [-2.5176, 4.3776, -2.1941], [-0.4718, 3.0763, -2.2568], [-0.3450, 3.1250, -0.5996], [0.4585, 2.4202, -3.0452], [1.0377, 3.1231, -4.1787], [1.4196, 1.5528, -2.3848], [-3.0010, 2.9113, -4.2055], [-1.3903, 2.2819, -4.5287], [-1.7997, 3.9440, -5.0076], [-3.1021, 4.9566, -2.9094], [-2.0419, 5.0435, -1.4789], [-3.1817, 3.7053, -1.6417], [0.3911, 3.9259, -4.5170], [1.2067, 2.4352, -5.0108], [2.0023, 3.5623, -3.8940], [0.9326, 0.9412, -1.6279], [2.2106, 2.1266, -1.8885], [1.8667, 0.9090, -3.1459], [-6.0702, 1.7986, -6.6931], [-5.2370, 1.3165, -5.5362], [-4.0419, 0.6467, -5.7328], [-3.2651, 0.1985, -4.6636], [-1.9527, -0.4640, -5.0248], [-3.6904, 0.3915, -3.3396], [-2.0733, -0.2278, -1.7886], [-3.1501, 0.3734, -0.1976], [-3.8232, -0.5376, 0.5632], [-3.8927, -1.7609, 0.4118], [-4.6320, 0.1067, 1.6701], [-4.3991, 1.4189, 2.0710], [-5.1687, 1.9803, 3.0795], [-6.1773, 1.2408, 3.6829], [-6.4072, -0.0699, 3.2860], [-5.6285, -0.6376, 2.2884], [-2.3264, -2.2666, -2.3832], [-3.5729, -2.8679, -2.5585], [-4.9003, -2.2106, -2.2984], [-3.6155, -4.1808, -3.0323], [-2.4735, -4.8962, -3.3427], [-2.5463, -6.3138, -3.8401], [-1.2466, -4.2641, -3.1817], [-1.1530, -2.9626, -2.7101], [0.2144, -2.3498, -2.5816], [-4.8957, 1.0863, -3.1325], [-5.4861, 1.3766, -1.7733], [-5.6375, 1.5324, -4.2255], [-5.5608, 1.6264, -7.6415], [-6.2813, 2.8667, -6.6113], [-7.0307, 1.2800, -6.7299], [-3.6890, 0.4766, -6.7461], [-1.7665, -0.3571, -6.0943], [-1.9510, -1.5289, -4.7879], [-1.1065, -0.0135, -4.4964], [-3.6058, 1.9772, 1.5915], [-4.9752, 2.9970, 3.3994], [-6.7784, 1.6833, 4.4684], [-7.1896, -0.6511, 3.7593], [-5.7680, -1.6622, 1.9692], [-4.8077, -1.2932, -1.7355], [-5.5308, -2.8864, -1.7194], [-5.3992, -1.9856, -3.2458], [-4.5872, -4.6492, -3.1554], [-3.5807, -6.6368, -3.9547], [-2.0551, -6.9972, -3.1446], [-2.0491, -6.4187, -4.8065], [-0.3334, -4.7948, -3.4324], [0.9493, -2.9554, -3.1125], [0.5195, -2.2893, -1.5358], [0.2564, -1.3367, -2.9918], [-4.7380, 1.6639, -1.0397], [-5.9894, 0.4916, -1.3712], [-6.2353, 2.1652, -1.8578], [-6.5640, 2.0676, -4.0350]],
  "lowdin_charge": [0.093, -0.153, -0.783, 0.630, -0.821, -0.154, 0.641, 0.049, 0.071, 0.076, 0.070, 0.075, 0.049, -0.052, -0.200, -0.097, -0.829, 0.669, -0.237, -0.072, -0.135, 0.077, 0.073, 0.090, 0.086, 0.055, 0.084, 0.072, 0.089, 0.090, 0.006, 0.082, 0.087, -0.062, -0.287, -0.040, -0.323, -0.082, -0.268, 1.602, -0.346, -0.670, -0.031, -0.159, -0.050, -0.089, -0.111, -0.096, -0.028, -0.321, -0.265, -0.061, -0.016, -0.273, -0.059, -0.025, -0.313, -0.098, -0.292, -0.059, -0.036, 0.067, 0.074, 0.075, 0.106, 0.074, 0.071, 0.039, 0.102, 0.096, 0.090, 0.092, 0.111, 0.020, 0.090, 0.095, 0.115, 0.069, 0.078, 0.075, 0.115, 0.079, 0.002, 0.036, 0.042, 0.082, 0.072, 0.111]
}

{
  "formula": "C3H5LaLiO3",
  "method": "ωB97M-V with the def2-TZVPD basis set",
  "total_charge": 1,
  "max_force_ev_per_a": 2.6,
  "e_tot_ha": -381.8395,
  "e_homo_ev": [-9.670, -9.714],
  "e_above_lowest_kcal_mol": 0.0,
  "elements": ["O", "C", "C", "O", "O", "C", "La", "H", "H", "H", "H", "Li", "H"],
  "coordinates": [[-3.6348, -3.1288, 0.8470], [-4.0389, -1.8000, 0.7168], [-4.5818, -3.7736, 1.6768], [-3.0151, -0.9822, 0.5410], [-4.6877, -1.4865, 1.9724], [-4.9461, -2.6877, 2.6944], [-1.7807, 0.3089, -1.7327], [-4.1127, -4.6519, 2.1326], [-5.4592, -4.0889, 1.0900], [-4.3067, -2.7164, 3.5865], [-6.0014, -2.7234, 2.9916], [-3.3211, -0.0013, 2.1252], [-4.8102, -1.6148, -0.1287]],
  "lowdin_charge": [-0.031, -0.653, -0.140, -0.447, -0.150, -0.138, 1.114, 0.138, 0.135, 0.127, 0.133, 0.737, 0.178]
}

{
  "formula": "CH2NO4P",
  "method": "ωB97M-V with the def2-TZVPD basis set",
  "total_charge": -2,
  "max_force_ev_per_a": 4.4,
  "e_tot_ha": -736.3937,
  "e_homo_ev": 1.079,
  "e_above_lowest_kcal_mol": 62.8,
  "elements": ["C", "N", "O", "O", "O", "O", "P", "H", "H"],
  "coordinates": [[0.9133, -1.0474, -0.1243], [1.6476, 0.0842, 0.2494], [-2.4150, -0.0072, -1.4725], [-2.4515, -0.0460, 1.0651], [1.5565, -2.0842, -0.2919], [-1.1692, 1.7631, -0.1993], [-1.7345, 0.3884, -0.2132], [2.5990, 0.2811, 0.3143], [1.0538, 0.6681, 0.6724]],
  "lowdin_charge": [-0.500, 0.003, -0.459, -0.495, -0.217, -0.453, 0.153, 0.010, -0.043]
}